Record 1
ORCA calculation (ωB97M-V/def2-TZVPD) on an isolated molecule of CH4INOS in a non-equilibrium geometry.

Computed properties:
DFT total energy   -23572.31011 eV
Energy above the lowest of the compared OMol25 structures with the same formula, charge and spin   41.6 kcal/mol
Frontier orbital gap (alpha / beta)   7.83 / 7.83 eV
Max |F|   6.4 eV Å⁻¹
Lowest unoccupied orbital energy (alpha / beta)   -1.4 / -1.4 eV
M   205.020 g mol⁻¹
HOMO level (alpha / beta)   -9.2 / -9.2 eV
Structure (SMILES)   C[S@@](=N)(=O)I

Last column: Löwdin charge in e.
Cartesian coordinates (Å):
C -0.9037 -0.5768 0.7326  -0.168
S 0.5260 0.0294 -0.4191  0.329
N 0.9259 1.6087 0.2275  -0.280
O 1.5267 -0.9685 -0.6287  -0.462
I -0.7330 0.1847 -2.5929  0.442
H -1.1531 0.1783 1.5516  0.089
H -1.7037 -0.9695 0.0730  0.030
H -0.3964 -1.4495 1.0435  0.016
H 1.9112 1.9632 0.0124  0.003

Record 2
ORCA calculation (ωB97M-V/def2-TZVPD) on an isolated molecule of CH4INOS in a non-equilibrium geometry.

Computed properties:
DFT total energy   -23569.29398 eV
Energy above the lowest of the compared OMol25 structures with the same formula, charge and spin   44.3 kcal/mol
Frontier orbital gap (alpha / beta)   7.20 / 6.14 eV
Max |F|   4.1 eV Å⁻¹
Lowest unoccupied orbital energy (alpha / beta)   0.7 / -2.8 eV
Multiplicity   3
Expectation value of S²   2.010
M   205.020 g mol⁻¹
HOMO level (alpha / beta)   -6.5 / -8.9 eV

Last column: Löwdin charge in e.
Cartesian coordinates (Å):
C 1.2228 0.4299 -0.8778  -0.326
N -1.5635 -0.4481 1.3481  -0.463
O -0.1636 -0.0193 1.2861  -0.703
S 0.1956 1.2766 0.4049  0.788
I -2.4387 -0.6845 -0.5419  0.651
H 1.4079 -0.6024 -0.5632  0.058
H 2.0848 0.9324 -0.9174  -0.028
H 0.7046 0.5269 -1.8032  0.013
H -1.4498 -1.4115 1.6643  0.009

Record 3
ORCA calculation (ωB97M-V/def2-TZVPD) on an isolated molecule of CH4N2 in a non-equilibrium geometry.

Computed properties:
DFT total energy   -4080.21229 eV
Energy above the lowest of the compared OMol25 structures with the same formula, charge and spin   61.6 kcal/mol
Frontier orbital gap   10.40 eV
Max |F|   5.3 eV Å⁻¹
Lowest unoccupied orbital energy   0.9 eV
M   44.057 g mol⁻¹
HOMO level   -9.5 eV
Structure (SMILES)   [H]/N=C\N

Last column: Löwdin charge in e.
Cartesian coordinates (Å):
H -0.0674 1.7574 1.0001  0.047
N -0.7119 1.2250 0.4729  0.127
C -0.4743 0.2208 -0.1313  -0.441
N 0.7565 -0.5224 -0.2428  -0.050
H -1.1849 -0.4938 -0.4625  0.082
H 0.7425 -1.3553 0.5979  0.165
H 0.9396 -0.8316 -1.2344  0.070

Record 4
ORCA calculation (ωB97M-V/def2-TZVPD) on an isolated molecule of CH4N2O in a non-equilibrium geometry.

Computed properties:
DFT total energy   -6125.68025 eV
Energy above the lowest of the compared OMol25 structures with the same formula, charge and spin   111.3 kcal/mol
Frontier orbital gap   10.45 eV
Max |F|   6.4 eV Å⁻¹
Lowest unoccupied orbital energy   0.5 eV
M   60.056 g mol⁻¹
HOMO level   -10.0 eV
Structure (SMILES)   [H]/N=C\NO

Last column: Löwdin charge in e.
Cartesian coordinates (Å):
H 0.4449 -1.3420 0.1494  0.003
N 1.3389 -0.8828 -0.0318  0.086
C 0.9447 0.3753 -0.0750  -0.332
N -0.3950 0.6327 -0.1052  -0.099
O -1.0768 -0.6962 -0.0334  -0.211
H 1.5436 1.3592 -0.2880  0.140
H -0.7810 0.9007 0.9450  0.195
H -2.0193 -0.3470 -0.5610  0.217

Record 5
ORCA calculation (ωB97M-V/def2-TZVPD) on a 2-piece molecular cluster, CH4N2O overall in a non-equilibrium geometry.

Computed properties:
DFT total energy   -6122.94633 eV
Energy above the lowest of the compared OMol25 structures with the same formula, charge and spin   174.4 kcal/mol
Frontier orbital gap (alpha / beta)   7.30 / 9.80 eV
Max |F|   4.9 eV Å⁻¹
Lowest unoccupied orbital energy (alpha / beta)   -0.8 / 0.6 eV
M   60.056 g mol⁻¹
HOMO level (alpha / beta)   -8.1 / -9.2 eV

Last column: Löwdin charge in e.
Cartesian coordinates (Å):
C 0.9507 -0.9906 -0.9166  0.080
N -0.7947 1.4674 0.6172  -0.222
N -0.4626 0.3703 0.8234  0.101
O -1.4611 2.4212 0.9576  0.031
H 1.4042 -0.1840 -1.3253  -0.040
H 1.2549 -1.7488 -0.2577  -0.012
H 0.0837 -1.0471 -1.3746  -0.074
H -0.9752 -0.2884 1.4760  0.134

Record 6
ORCA calculation (ωB97M-V/def2-TZVPD) on an isolated molecule of CH4N2O in a non-equilibrium geometry.

Computed properties:
DFT total energy   -6125.60027 eV
Energy above the lowest of the compared OMol25 structures with the same formula, charge and spin   113.2 kcal/mol
Frontier orbital gap (alpha / beta)   9.70 / 9.70 eV
Max |F|   6.2 eV Å⁻¹
Lowest unoccupied orbital energy (alpha / beta)   -0.2 / -0.2 eV
M   60.056 g mol⁻¹
HOMO level (alpha / beta)   -9.9 / -9.9 eV
Structure (SMILES)   [H]/N=[N+](/C)[O-]

Last column: Löwdin charge in e.
Cartesian coordinates (Å):
H -1.4890 -1.7510 0.1179  0.112
N -0.5098 -1.3960 -0.0383  0.157
N -0.4822 -0.1564 0.0304  -0.344
C 0.7916 0.5529 -0.0285  -0.038
O -1.6620 0.7706 -0.0525  -0.188
H 0.7067 1.4305 0.6510  0.104
H 1.5257 -0.0780 0.4465  0.068
H 1.1192 0.6274 -1.1266  0.129

Record 7
ORCA calculation (ωB97M-V/def2-TZVPD) on a 2-piece molecular cluster, CH4N2O overall in a non-equilibrium geometry.

Computed properties:
DFT total energy   -6122.15877 eV
Energy above the lowest of the compared OMol25 structures with the same formula, charge and spin   192.5 kcal/mol
Frontier orbital gap (alpha / beta)   6.48 / 10.60 eV
Max |F|   3.4 eV Å⁻¹
Lowest unoccupied orbital energy (alpha / beta)   -0.9 / 0.6 eV
M   60.056 g mol⁻¹
HOMO level (alpha / beta)   -7.3 / -10.0 eV

Last column: Löwdin charge in e.
Cartesian coordinates (Å):
C -0.0357 -0.5027 -0.0652  -0.522
N -1.2443 -0.8351 0.5406  0.067
N -1.1621 0.0687 -0.7039  0.051
O 1.0557 -1.1945 -0.3499  0.039
H 1.8140 1.2243 1.1186  0.047
H -1.6807 -1.7943 0.2624  0.140
H -1.1750 1.0705 -0.6869  0.078
H 1.8309 -0.6469 -0.5782  0.100

Record 8
ORCA calculation (ωB97M-V/def2-TZVPD) on an isolated ion of composition CH4N2O and charge +1 in a non-equilibrium geometry.

Computed properties:
DFT total energy   -6120.17015 eV
Energy above the lowest of the compared OMol25 structures with the same formula, charge and spin   7.5 kcal/mol
Frontier orbital gap (alpha / beta)   13.82 / 6.86 eV
Max |F|   2.7 eV Å⁻¹
Lowest unoccupied orbital energy (alpha / beta)   -4.1 / -10.1 eV
Multiplicity   2
Expectation value of S²   0.765
M   60.056 g mol⁻¹
HOMO level (alpha / beta)   -18.0 / -17.0 eV
Charge   +1

Last column: Löwdin charge in e.
Cartesian coordinates (Å):
N -0.0742 0.8688 -0.8092  0.325
C -0.0514 0.2670 0.4407  -0.542
N 0.2619 -1.0837 0.3809  0.304
O -0.3170 0.8643 1.4400  0.284
H 0.2345 1.8446 -0.8836  0.170
H -0.2163 0.3430 -1.6621  0.152
H -0.3121 -1.6612 -0.2182  0.149
H 0.4747 -1.4429 1.3115  0.158

Record 9
ORCA calculation (ωB97M-V/def2-TZVPD) on an isolated molecule of CH4N2O2 in a non-equilibrium geometry.

Computed properties:
DFT total energy   -8173.77175 eV
Energy above the lowest of the compared OMol25 structures with the same formula, charge and spin   67.2 kcal/mol
Frontier orbital gap   10.79 eV
Max |F|   3.2 eV Å⁻¹
Lowest unoccupied orbital energy   0.7 eV
M   76.055 g mol⁻¹
HOMO level   -10.1 eV
Structure (SMILES)   NC[N+](=O)[O-]

Last column: Löwdin charge in e.
Cartesian coordinates (Å):
N 1.2941 0.1716 0.1903  0.018
C 0.1674 -0.1006 -0.5543  -0.185
N -1.2681 -0.1398 0.1454  -0.404
O -1.1871 0.1313 1.3244  0.043
O -2.2841 -0.3071 -0.5010  0.053
H 1.4764 1.1029 0.6001  0.105
H 1.6545 -0.4396 0.9522  0.110
H -0.0306 0.7346 -1.1315  0.099
H 0.1775 -1.1532 -1.0256  0.161

Record 10
ORCA calculation (ωB97M-V/def2-TZVPD) on an isolated molecule of CH4N2O2 in a non-equilibrium geometry.

Computed properties:
DFT total energy   -8173.67097 eV
Energy above the lowest of the compared OMol25 structures with the same formula, charge and spin   69.5 kcal/mol
Frontier orbital gap   10.82 eV
Max |F|   4.4 eV Å⁻¹
Lowest unoccupied orbital energy   0.8 eV
M   76.055 g mol⁻¹
HOMO level   -10.0 eV
Structure (SMILES)   NC[N+](=O)[O-]

Last column: Löwdin charge in e.
Cartesian coordinates (Å):
N 0.6991 -0.4243 0.0506  0.019
C -0.3753 0.4484 0.2798  -0.171
N -1.8983 -0.0744 -0.0153  -0.427
O -1.9977 -1.2819 0.0967  0.038
O -2.7469 0.6910 -0.2518  0.088
H 1.0421 -0.5832 -0.8942  0.094
H 0.7051 -1.3070 0.4703  0.057
H -0.5427 0.7854 1.3714  0.139
H -0.0966 1.4778 -0.2845  0.162